{"formula": "C7H8", "method": "ωB97M-V/def2-TZVPD", "energy_ha": -271.395931, "smiles": "C#CC[C@H](C)C#C", "relative_energy_kj_mol": 355.80, "mol_weight_g_mol": 92.141, "charge": 0, "gap_ev": 10.9607, "multiplicity": 1, "species": ["C", "C", "C", "C", "C", "C", "C", "H", "H", "H", "H", "H", "H", "H", "H"], "positions_angstrom": [[-0.088, -1.491, -0.193], [-0.320, -0.114, 0.441], [0.325, 1.008, -0.403], [1.787, 0.899, -0.394], [2.984, 0.775, -0.329], [-1.751, 0.138, 0.662], [-2.919, 0.318, 0.895], [-0.379, -1.483, -1.250], [0.970, -1.762, -0.131], [-0.675, -2.259, 0.317], [0.165, -0.097, 1.426], [-0.052, 0.952, -1.432], [0.027, 1.987, -0.011], [4.044, 0.670, -0.270], [-3.954, 0.468, 1.114]], "forces_ev_per_a": [[0.0, -0.1, 0.0], [0.0, 0.0, 0.1], [-0.1, 0.1, 0.0], [0.6, -0.1, 0.0], [-0.6, 0.1, 0.0], [-0.4, 0.1, 0.1], [0.4, -0.1, -0.1], [0.0, 0.0, 0.2], [-0.1, 0.1, 0.0], [0.1, 0.1, 0.0], [-0.1, 0.0, -0.1], [0.1, 0.0, 0.1], [0.1, -0.1, 0.0], [-0.2, 0.0, 0.0], [0.2, 0.0, -0.1]], "mulliken_charge": [-1.3282, 0.4324, -0.8568, -0.4010, 0.0933, -0.9725, 0.2004, 0.3279, 0.3732, 0.3734, 0.2246, 0.3335, 0.3559, 0.4043, 0.4395]}

=====

{"formula": "C5H8O2", "method": "ωB97M-V/def2-TZVPD", "energy_ha": -345.764243, "smiles": "CC(=O)C1(O)CC1", "relative_energy_kj_mol": 106.90, "mol_weight_g_mol": 100.117, "charge": 0, "gap_ev": 10.5766, "multiplicity": 1, "species": ["C", "C", "O", "C", "O", "C", "C", "H", "H", "H", "H", "H", "H", "H", "H"], "positions_angstrom": [[1.498, 0.178, -1.192], [1.064, -0.360, 0.150], [1.883, -0.793, 0.942], [-0.376, -0.397, 0.557], [-0.616, -1.319, 1.564], [-1.519, -0.083, -0.352], [-1.076, 0.949, 0.644], [1.876, -0.678, -1.764], [0.699, 0.652, -1.767], [2.330, 0.877, -1.059], [0.246, -1.425, 2.003], [-2.435, -0.627, -0.139], [-1.337, 0.101, -1.407], [-0.561, 1.837, 0.282], [-1.676, 1.089, 1.538]], "forces_ev_per_a": [[0.0, 0.1, -0.1], [0.2, -0.1, 0.1], [-0.3, 0.1, -0.3], [0.1, 0.1, -0.2], [0.1, 0.0, 0.2], [-0.1, -0.1, -0.2], [0.0, 0.2, 0.0], [-0.1, 0.2, 0.1], [0.1, -0.1, 0.2], [-0.1, -0.1, 0.0], [-0.1, -0.1, 0.0], [0.2, 0.1, 0.0], [0.0, -0.1, 0.2], [-0.1, -0.2, 0.1], [0.1, 0.0, -0.2]], "mulliken_charge": [-1.0629, 0.8028, -0.6148, 0.7175, -0.5916, -0.7574, -0.7028, 0.2959, 0.2729, 0.3122, 0.3637, 0.2742, 0.1662, 0.2456, 0.2785]}

=====

{"formula": "C14H16O", "method": "ωB97M-V/def2-TZVPD", "energy_ha": -618.214178, "smiles": "Cc1ccc(O)cc1.Cc1ccccc1", "relative_energy_kj_mol": 267.32, "mol_weight_g_mol": 200.281, "charge": 0, "gap_ev": 8.8051, "multiplicity": 1, "species": ["C", "C", "C", "C", "C", "C", "C", "O", "H", "H", "H", "H", "H", "H", "H", "H", "C", "C", "C", "C", "C", "C", "C", "H", "H", "H", "H", "H", "H", "H", "H"], "positions_angstrom": [[1.662, 1.210, 1.395], [3.067, 0.590, -2.110], [3.610, -0.719, -1.869], [2.591, 1.250, -0.998], [2.460, 0.567, 0.276], [3.235, -1.448, -0.728], [2.754, -0.791, 0.372], [4.615, -1.140, -2.678], [2.993, 0.982, -3.090], [2.227, 2.270, -1.070], [3.197, -2.540, -0.805], [4.725, -2.063, -2.544], [1.426, 2.184, 0.993], [2.282, 1.429, 2.236], [2.572, -1.326, 1.351], [0.816, 0.663, 1.607], [-4.277, 1.798, 0.739], [-2.715, -1.630, -0.414], [-3.535, -0.457, -0.411], [-1.736, -1.842, 0.442], [-3.312, 0.627, 0.438], [-1.391, -0.727, 1.218], [-2.256, 0.319, 1.317], [-3.183, -2.470, -1.001], [-4.270, -0.422, -1.366], [-1.239, -2.786, 0.446], [-0.493, -0.735, 1.858], [-5.370, 1.438, 0.443], [-4.264, 2.699, 0.205], [-1.794, 1.178, 1.902], [-4.397, 1.890, 1.845]], "forces_ev_per_a": [[2.6, 1.7, -1.8], [0.9, -1.8, 1.7], [-0.6, 1.5, 0.3], [-0.7, -1.2, 1.7], [-0.4, 0.4, -1.0], [0.5, -0.7, -1.2], [-0.8, 0.4, 1.1], [-1.0, 0.7, -1.0], [0.6, 0.5, -0.8], [-0.1, -0.1, -0.1], [0.8, 0.2, 0.3], [0.4, -1.4, 0.2], [-0.7, 0.4, 0.2], [0.3, -0.2, 1.0], [0.0, 0.5, -1.4], [-1.7, -0.9, 0.7], [-2.9, -3.4, 0.5], [-4.7, -0.3, -2.1], [-1.0, 0.3, -3.3], [2.0, 0.6, 1.2], [-0.7, -1.3, 0.6], [0.6, -1.5, 1.1], [2.0, 3.6, 0.4], [1.0, 0.9, 0.3], [1.3, 0.1, 2.7], [0.6, -0.3, 0.2], [-0.7, -0.1, -0.3], [2.1, 0.4, 0.5], [1.0, 1.4, -0.5], [-1.2, -1.0, -0.3], [0.5, 0.4, -0.9]], "mulliken_charge": [-1.1129, -0.6409, 0.5689, -0.4797, 0.6860, -0.3709, -0.5879, -0.4703, 0.4460, 0.2879, 0.2961, 0.2986, 0.3912, 0.3852, 0.3219, -0.0714, -1.2047, -0.3493, -0.2164, -0.6901, 0.6488, -0.2130, -0.3256, 0.2595, 0.1599, 0.4148, 0.3963, 0.2913, 0.3429, 0.2107, 0.3272]}

=====

{"formula": "C5H11O3", "method": "ωB97M-V/def2-TZVPD", "energy_ha": -422.718877, "relative_energy_kj_mol": 140.71, "mol_weight_g_mol": 119.140, "charge": 0, "gap_ev": [10.9307, 8.4291], "multiplicity": 2, "species": ["O", "C", "C", "C", "C", "C", "O", "H", "H", "H", "H", "H", "H", "H", "H", "H", "H", "H", "O"], "positions_angstrom": [[0.081, 2.629, -0.390], [-0.542, 1.817, 0.238], [-1.537, 0.827, -0.328], [-0.714, -0.310, -1.044], [0.161, -1.075, -0.075], [-0.703, -2.032, 0.924], [0.079, -2.354, 1.927], [-0.417, 1.781, 1.334], [-2.272, 1.216, -1.032], [-2.140, 0.388, 0.458], [-0.193, 0.095, -1.907], [-1.443, -1.053, -1.399], [0.912, -1.638, -0.641], [0.694, -0.467, 0.651], [-1.596, -1.469, 1.218], [-0.908, -2.859, 0.208], [2.167, -0.236, -0.984], [2.310, 1.282, -0.726], [2.784, 0.494, -1.054]], "forces_ev_per_a": [[0.1, -0.2, -0.4], [-0.8, 0.4, 0.3], [0.6, -0.9, -0.8], [-1.7, -0.1, 0.9], [0.4, -0.1, 0.9], [0.0, 0.4, -2.4], [0.7, -0.4, 0.7], [0.1, -0.1, 0.1], [0.4, 0.5, -0.1], [0.1, 0.0, 0.4], [0.3, 0.0, 0.1], [0.1, 0.3, -0.3], [-0.3, -0.4, 0.4], [0.2, 0.5, -0.3], [-0.1, -0.1, -0.1], [-0.3, 0.0, 0.6], [-0.1, 0.0, 0.1], [0.2, -0.5, -0.3], [0.0, 0.7, 0.1]], "lowdin_spin": [0.0002, 0.0001, 0.0002, 0.0169, 0.1099, 0.0982, 0.7387, 0.0000, 0.0001, 0.0001, 0.0052, 0.0012, 0.0000, 0.0000, 0.0034, 0.0237, 0.0006, 0.0000, 0.0016]}

=====

{"formula": "C3H8O3", "method": "ωB97M-V/def2-TZVPD", "energy_ha": -344.813208, "smiles": "O=CO.CCO", "relative_energy_kj_mol": 92.30, "mol_weight_g_mol": 92.094, "charge": 0, "gap_ev": 11.2358, "multiplicity": 1, "species": ["C", "O", "C", "H", "H", "H", "H", "H", "H", "O", "C", "O", "H", "H"], "positions_angstrom": [[-1.758, 0.055, -0.005], [-2.975, -0.680, 0.301], [-1.201, -0.461, -1.305], [-1.961, 1.126, 0.042], [-1.152, -0.176, 0.874], [-3.661, -0.325, -0.276], [-0.929, -1.508, -1.188], [-1.934, -0.448, -2.091], [-0.320, 0.091, -1.638], [2.162, 1.524, 0.215], [1.905, 0.474, 0.724], [2.253, -0.727, 0.238], [1.337, 0.389, 1.662], [2.867, -0.512, -0.486]], "forces_ev_per_a": [[-1.0, -0.7, 0.8], [0.1, 0.6, -0.2], [0.8, -0.1, 0.2], [0.1, 0.1, -0.3], [0.4, 0.0, -0.3], [0.0, -0.2, 0.1], [0.1, 0.0, 0.1], [-0.4, 0.3, -0.4], [0.0, 0.0, 0.0], [0.2, 0.0, -0.2], [-0.4, 0.1, 0.4], [0.3, 0.4, 0.0], [0.0, -0.2, -0.1], [-0.2, -0.3, -0.1]], "mulliken_charge": [-0.1724, -0.5427, -0.8892, 0.2846, 0.1294, 0.2986, 0.2380, 0.3726, 0.2822, -0.4907, 0.1570, -0.3905, 0.3997, 0.3235]}

=====

{"formula": "C4H5F2NO", "method": "ωB97M-V/def2-TZVPD", "energy_ha": -485.075071, "smiles": "N/C(CF)=C(\\F)C=O", "relative_energy_kj_mol": 120.16, "mol_weight_g_mol": 121.086, "charge": 0, "gap_ev": 9.1602, "multiplicity": 1, "species": ["C", "C", "C", "C", "H", "H", "H", "H", "H", "N", "O", "F", "F"], "positions_angstrom": [[0.239, 0.254, 0.494], [0.311, 1.383, -0.561], [-0.427, -0.922, 0.159], [-0.777, -1.306, -1.192], [0.785, -0.279, 2.527], [1.019, 1.397, 1.991], [0.885, 1.185, -1.591], [-0.688, 1.545, -0.962], [-1.081, -2.396, -1.107], [0.982, 0.300, 1.729], [-0.940, -0.672, -2.194], [0.971, 2.479, 0.050], [-0.566, -1.882, 1.193]], "forces_ev_per_a": [[0.4, -2.8, 0.8], [2.0, -0.7, -1.0], [1.4, 2.0, 1.3], [-1.7, -2.7, 2.1], [-0.6, -0.3, -0.4], [0.3, -3.5, -0.4], [-0.8, -0.2, 2.6], [-0.1, 0.8, 0.6], [0.4, 0.4, -0.7], [-1.0, 5.4, -2.0], [0.6, 1.1, -0.7], [-1.1, -0.5, -0.6], [0.3, 1.1, -1.8]], "mulliken_charge": [0.4350, -0.3190, 0.1553, -0.0307, 0.2683, 0.2982, 0.2565, 0.3078, 0.2846, -0.5241, -0.5046, -0.3236, -0.3037]}